[1]
The following is a quantum chemistry calculation of a structure of composition C37H42BCl2N12O2Sc at a distorted geometry, from the OMol25 dataset.

Its HOMO-LUMO gap (alpha / beta) is 7.04 / 7.89 eV. Its multiplicity is 2. Its net charge is +1. Its total energy is -107449.60070 eV. The expectation value of S² is 0.79. The value obtained for the HOMO energy (alpha / beta) is -9.5 / -11.2 eV.

Cartesian coordinates (Å):
1 Sc -0.18679 -0.18379 -0.41986
2 C -0.28725 3.66925 0.08002
3 C -0.12969 2.73028 1.22273
4 C -0.01369 3.06152 2.57822
5 C -0.14479 1.87188 3.24744
6 N -0.28859 0.86933 2.35552
7 N -0.23219 1.40815 1.08814
8 B -1.35262 -0.26393 2.61274
9 N -2.66604 0.28620 2.03874
10 C -3.65331 0.94254 2.68253
11 C -4.41811 1.59095 1.74970
12 C -3.80337 1.30575 0.51949
13 C -4.24121 1.83629 -0.80675
14 N -2.74223 0.52155 0.69755
15 N -1.03128 -1.63796 1.91412
16 C -1.11127 -2.82662 2.54254
17 C -1.29837 -3.81737 1.60636
18 C -1.32862 -3.15966 0.37429
19 C -1.54823 -3.75340 -0.97440
20 N -1.15721 -1.84887 0.56679
21 N -1.42575 -0.55566 4.09139
22 C -2.44581 -1.07569 4.81983
23 C -1.93029 -1.53345 6.00284
24 C -0.54428 -1.27311 5.91689
25 C 0.51987 -1.57441 6.91920
26 N -0.24865 -0.69973 4.76308
27 H 0.59413 4.28814 -0.07836
28 H -1.12781 4.33053 0.29947
29 H -0.52092 3.13496 -0.83718
30 H 0.10158 4.04329 3.00148
31 H -0.17804 1.66074 4.30114
32 H -3.72841 0.93253 3.75546
33 H -5.29115 2.19516 1.92057
34 H -4.93451 2.66091 -0.65058
35 H -4.75855 1.08124 -1.39943
36 H -3.40196 2.21245 -1.39000
37 H -1.05135 -2.88758 3.61559
38 H -1.41002 -4.87218 1.78370
39 H -0.67959 -4.31964 -1.31217
40 H -1.77460 -2.98103 -1.70790
41 H -2.39739 -4.43570 -0.93533
42 H -3.45239 -1.11095 4.43979
43 H -2.46773 -1.98148 6.81988
44 H 0.12543 -1.52243 7.93261
45 H 1.33986 -0.86511 6.82727
46 H 0.92272 -2.57747 6.77175
47 N 0.37958 2.27736 -3.39389
48 C -0.74499 1.50427 -3.36336
49 C -1.48213 1.41588 -4.56641
50 C -2.58864 0.61875 -4.63061
51 C -2.97660 -0.10021 -3.49142
52 C -2.22996 0.07718 -2.36153
53 N -1.14145 0.87434 -2.25723
54 C 1.36731 2.56743 -2.45200
55 C 2.00464 3.77461 -2.53818
56 C 2.97913 4.14153 -1.61023
57 C 3.08333 3.32572 -0.46253
58 C 2.44154 2.14077 -0.40670
59 N 1.80396 1.53795 -1.55793
60 H 0.47095 2.81603 -4.24093
61 H -1.13129 1.95138 -5.43815
62 H -3.14223 0.53473 -5.55599
63 H -3.83816 -0.75016 -3.48517
64 H -2.52435 -0.43470 -1.44608
65 H 1.68477 4.47513 -3.30020
66 H 3.50757 5.07760 -1.69337
67 H 3.60268 3.67416 0.42043
68 H 2.35422 1.59289 0.51255
69 C 2.22735 -0.64133 2.09750
70 N 2.00705 -0.96601 0.66674
71 C 1.88947 -2.44801 0.60677
72 C 3.29433 -0.63171 -0.01933
73 C 3.29805 -0.49372 -1.51511
74 C 4.08027 -1.40670 -2.21433
75 C 4.31720 -1.29906 -3.57278
76 C 3.78251 -0.22486 -4.25124
77 C 2.98482 0.69323 -3.58519
78 C 2.70854 0.55949 -2.23059
79 H 3.15784 -1.11313 2.43285
80 H 1.41046 -1.00877 2.71185
81 H 2.30832 0.43516 2.24138
82 H 2.79236 -2.89381 1.03942
83 H 1.79495 -2.78546 -0.42169
84 H 1.04539 -2.77749 1.19962
85 H 4.00543 -1.42373 0.23864
86 H 3.70286 0.26853 0.43406
87 H 4.51700 -2.22747 -1.66091
88 H 4.92356 -2.03464 -4.08135
89 H 3.97306 -0.09098 -5.30753
90 H 2.59441 1.52546 -4.14456
91 Cl -0.45155 -4.10851 -4.52514
92 C -0.21787 -2.45183 -3.98733
93 Cl 0.57659 -1.46937 -5.23982
94 C 0.63119 -2.37878 -2.70540
95 O 1.47235 -3.20136 -2.45385
96 O 0.28956 -1.36380 -1.95910
97 H -1.19487 -2.01039 -3.82160

[2]
The following is a quantum chemistry calculation of a structure of composition C37H42Br4Cl5N4O7SbV, from the OMol25 dataset.

Its HOMO-LUMO gap (alpha / beta) is 6.85 / 7.17 eV. Its multiplicity is 3. Its net charge is -1. Its total energy is -434355.90618 eV. The expectation value of S² is 2.01. The value obtained for the HOMO energy (alpha / beta) is -4.7 / -5.0 eV.

Cartesian coordinates (Å):
1 V -0.72522 0.13434 0.31744
2 Cl -6.71744 3.28494 3.05979
3 C -5.55010 2.34427 2.20617
4 C -4.19083 2.52352 2.44556
5 Cl -3.65122 3.67853 3.60240
6 C -3.26653 1.76578 1.74838
7 Cl -1.56445 1.94697 2.02160
8 C -3.62422 0.79036 0.79954
9 O -2.76184 0.09017 0.16192
10 C -5.01389 0.63223 0.57952
11 Cl -5.48291 -0.55456 -0.57685
12 C -5.94819 1.39101 1.26456
13 Cl -7.62852 1.15800 0.95407
14 Br -3.66280 -5.69160 -1.79970
15 C -2.87440 -4.36520 -0.70604
16 C -3.01766 -4.40030 0.67116
17 Br -4.00272 -5.78852 1.49834
18 C -2.42418 -3.40380 1.46336
19 Br -2.61382 -3.36762 3.34094
20 C -1.69117 -2.37689 0.88987
21 O -1.12203 -1.38725 1.55196
22 C -1.53673 -2.34913 -0.52412
23 O -0.83411 -1.34488 -1.00193
24 C -2.13370 -3.32999 -1.29631
25 Br -1.87149 -3.20102 -3.16445
26 C -3.99503 -0.10275 -4.15438
27 C -4.04059 1.38242 -4.49782
28 C -4.99122 2.13339 -3.56995
29 C -2.64503 2.01645 -4.49990
30 N -2.06108 2.07620 -3.16957
31 C -1.51446 1.10861 -2.43917
32 N -1.29076 1.60736 -1.24587
33 N -1.70127 2.88196 -1.25506
34 N -2.18392 3.17422 -2.40628
35 H -4.98695 -0.54370 -4.26459
36 H -3.69235 -0.27081 -3.11790
37 H -3.30765 -0.65056 -4.80172
38 H -4.39624 1.48568 -5.52876
39 H -4.68273 2.02516 -2.52747
40 H -6.00018 1.72792 -3.65364
41 H -5.02360 3.19983 -3.80097
42 H -2.68782 3.04441 -4.85585
43 H -1.96375 1.45426 -5.13930
44 H -1.31887 0.08931 -2.73652
45 C 2.51654 -0.39682 5.40987
46 C 1.30373 -0.25705 4.49450
47 C 0.47064 0.93757 4.95900
48 C 0.43870 -1.51482 4.59550
49 Sb 1.64686 0.02418 2.32431
50 C 2.95070 1.81192 2.21888
51 C 3.98430 1.74164 1.09775
52 C 3.67635 2.13258 3.52051
53 C 1.96301 2.93818 1.89274
54 C 2.77611 -1.78061 1.71668
55 C 3.69236 -2.34756 2.79405
56 C 3.60074 -1.50670 0.46039
57 C 1.70758 -2.81581 1.35369
58 H 2.16259 -0.58386 6.43280
59 H 3.12224 0.50643 5.43632
60 H 3.15833 -1.22825 5.13146
61 H 0.22525 0.81464 6.02179
62 H -0.46791 1.00570 4.41130
63 H 0.99951 1.88790 4.85152
64 H 0.07679 -1.62725 5.62588
65 H 1.00288 -2.41664 4.34782
66 H -0.42339 -1.47399 3.92871
67 H 4.81840 1.09199 1.35861
68 H 4.38903 2.74874 0.93652
69 H 3.55907 1.40693 0.15490
70 H 4.35656 1.33115 3.81805
71 H 2.98653 2.31981 4.34340
72 H 4.27427 3.04300 3.38056
73 H 1.50189 2.79023 0.91323
74 H 2.49892 3.89516 1.86640
75 H 1.17262 3.02370 2.64478
76 H 4.42392 -1.61566 3.14407
77 H 4.24456 -3.19908 2.37575
78 H 3.13091 -2.71717 3.65184
79 H 4.49978 -0.93438 0.67656
80 H 3.02148 -0.98997 -0.30518
81 H 3.91808 -2.46993 0.03972
82 H 1.01220 -3.01503 2.17004
83 H 2.20462 -3.75681 1.08549
84 H 1.12103 -2.48571 0.49433
85 O 1.60335 2.37990 -1.56758
86 C 1.53903 1.15891 -1.53730
87 O 1.04038 0.46257 -0.56544
88 C 2.13130 0.35950 -2.66730
89 C 1.81086 -0.98012 -2.84076
90 C 2.32060 -1.71170 -3.91664
91 C 3.16020 -1.04744 -4.77406
92 O 3.80260 -1.53773 -5.88382
93 C 4.48208 -0.42921 -6.46549
94 O 4.35123 0.68500 -5.59141
95 C 3.48515 0.28574 -4.59762
96 C 2.98286 1.02411 -3.56096
97 H 1.13141 -1.44206 -2.13516
98 H 2.05966 -2.75012 -4.07077
99 H 4.02841 -0.19155 -7.43272
100 H 5.53834 -0.67528 -6.58609
101 H 3.20847 2.07243 -3.42395